(1)
The following is a DFT calculation (ωB97M-V/def2-TZVPD) of the molecule C19H26N2O6.

Summary:
ΔE to the lowest compared entry with this formula, charge and spin: 115.0 kJ/mol
HOMO: -0.3038 Eh
HOMO-LUMO gap: 8.97 eV

Last column: Mulliken charge in e.
Element x y z (Å)
C 8.25996 0.57688 -0.23195  -0.72
H 9.06700 1.29085 -0.39664  0.29
H 8.33213 -0.22970 -0.96390  0.26
H 8.34202 0.16054 0.77383  0.27
O 7.07462 1.32439 -0.39261  -0.47
C 5.84706 0.76207 -0.25062  0.41
C 4.79405 1.66232 -0.40998  -0.86
C 3.47361 1.27664 -0.31695  -0.89
C 3.17090 -0.05325 -0.05258  0.04
C 4.21376 -0.95755 0.13424  -0.38
C 5.54444 -0.58515 0.03700  1.31
O 6.57939 -1.46873 0.20863  -0.43
C 6.27579 -2.80302 0.53624  -0.94
H 5.72228 -2.87123 1.47751  0.37
H 5.70528 -3.29366 -0.25839  0.35
H 7.23950 -3.29854 0.64656  0.24
H 3.93763 -1.97466 0.36068  0.54
C 1.79062 -0.58037 0.09107  0.50
O 1.53029 -1.58546 0.72879  -0.69
N 0.83106 0.09920 -0.59297  -0.17
H 1.04729 0.99471 -1.00357  0.24
C -0.56414 -0.17129 -0.38116  -0.90
C -1.28913 1.09284 0.05019  0.72
O -0.80927 2.19260 -0.00298  -0.61
O -2.52085 0.80798 0.47113  -0.16
C -3.37302 1.89545 0.83758  -0.96
H -2.95370 2.83123 0.45551  0.41
H -3.43276 1.94985 1.93012  0.40
C -4.77052 1.72055 0.22768  1.05
O -5.23294 2.59143 -0.48383  -0.67
N -5.44386 0.60332 0.55069  0.07
C -4.96285 -0.51056 1.33436  -1.02
H -4.02786 -0.26136 1.82903  0.48
C -4.77163 -1.73504 0.43748  -0.56
H -4.42521 -2.57518 1.04083  0.40
H -4.00406 -1.50991 -0.30536  0.18
C -6.08216 -2.09211 -0.26729  0.53
C -5.89369 -3.27886 -1.20696  -1.68
H -5.16403 -3.04153 -1.97797  0.35
H -6.83291 -3.53470 -1.69148  0.42
H -5.54145 -4.14894 -0.65796  0.41
C -6.59082 -0.86404 -1.02550  -0.70
C -6.71860 0.33460 -0.08683  -1.04
H -7.01272 1.23071 -0.63480  0.45
H -7.46174 0.12762 0.69088  0.36
H -7.56091 -1.07372 -1.47803  0.40
H -5.89009 -0.61477 -1.82491  0.28
H -6.82336 -2.36267 0.49419  0.23
H -5.71648 -0.73314 2.10020  0.40
H -1.03972 -0.54175 -1.29863  0.25
H -0.64709 -0.94584 0.38782  0.45
H 2.70247 2.02523 -0.41617  0.39
H 5.05620 2.68942 -0.60894  0.42

(2)
The following is a DFT calculation (ωB97M-V/def2-TZVPD) of a 3-piece molecular cluster, C19H26N2O6S2 overall.

Summary:
HOMO: -0.3212 Eh
HOMO-LUMO gap: 8.95 eV

Last column: Mulliken charge in e.
Element x y z (Å)
O -1.97887 0.66987 -3.92342  -0.57
C -2.39491 1.49571 -3.16145  0.54
O -1.57580 2.27818 -2.44193  -0.43
C -3.84577 1.78477 -2.91431  -0.58
C -4.40439 1.02735 -1.67886  -0.78
C -3.87575 -0.38234 -1.63370  0.46
C -3.05803 -0.79965 -0.55868  -0.09
N -2.55049 -1.99556 -0.43571  -0.66
C -2.85252 -2.83485 -1.47161  0.48
C -2.33448 -4.14784 -1.46687  -0.51
C -2.62232 -5.02318 -2.47757  -0.41
C -3.45042 -4.63081 -3.55218  -0.51
C -3.96154 -3.36210 -3.57237  -0.54
C -3.66908 -2.44216 -2.54175  0.18
N -4.20018 -1.18631 -2.61021  -0.44
H -0.74138 1.81366 -2.28063  0.30
H -4.39718 1.53318 -3.80926  0.40
H -3.92964 2.85116 -2.71266  0.35
H -4.17630 1.56303 -0.76693  0.31
H -5.47316 0.92860 -1.84677  0.33
H -2.84900 -0.07999 0.22026  0.52
H -1.69672 -4.48054 -0.66225  0.44
H -2.21145 -6.02173 -2.49072  0.38
H -3.69818 -5.29918 -4.36115  0.39
H -4.61015 -3.03229 -4.36803  0.44
C 0.68476 1.62526 2.90340  -0.17
C 0.46037 3.14068 2.83418  -0.74
C -0.05279 3.46252 1.42423  -0.93
S -0.91032 1.98909 0.86228  1.46
O -0.17764 1.42513 -0.24845  -0.77
O -2.32780 2.24639 0.78366  -0.70
C -0.56581 0.98960 2.30150  -0.89
H 0.85114 1.28567 3.92396  0.43
H 1.55970 1.35927 2.31721  -0.05
H -0.28601 3.43573 3.57517  0.33
H 1.37395 3.69137 3.05161  0.36
H -0.74906 4.29710 1.41431  0.42
H 0.76432 3.65257 0.73090  0.37
H -0.42804 -0.04623 1.99658  0.47
H -1.42095 1.07258 2.97243  0.41
C 6.19295 -1.03252 2.51644  -0.56
C 5.61151 -1.38687 1.14072  -0.64
C 4.42225 -0.45065 0.89017  -0.61
S 4.76955 1.05323 1.81205  1.15
O 3.78267 1.19310 2.85719  -0.61
O 5.03739 2.13326 0.89937  -0.70
C 6.30142 0.48903 2.54416  -0.73
H 7.16104 -1.50285 2.68077  0.35
H 5.51567 -1.37167 3.30325  0.28
H 6.37151 -1.23058 0.37292  0.30
H 5.30420 -2.43000 1.08873  0.33
H 4.30696 -0.19685 -0.16024  0.42
H 3.49224 -0.86601 1.27385  0.30
H 6.39736 0.90371 3.54479  0.40
H 7.11517 0.84198 1.91162  0.34

(3)
The following is a DFT calculation (ωB97M-V/def2-TZVPD) of C19H26N2Ru as an isolated structure.

Summary:
ΔE to the lowest compared entry with this formula, charge and spin: 0.0 kJ/mol
net charge: +2
HOMO (spin up / spin down): -0.3968 / -0.5223 Eh
expectation value of S²: 6.036
multiplicity: 5
HOMO-LUMO gap (spin up / spin down): 2.13 / 5.55 eV

Last column: Löwdin spin population.
Element x y z (Å)
C 0.24410 0.99305 1.95758  0.00
C 0.67603 -1.04051 1.61645  0.00
H 0.63848 1.86893 2.49410  0.00
H -0.81764 1.20886 1.77039  0.00
H 0.73889 0.99369 0.98274  0.00
H 1.59929 -0.75299 1.10333  0.00
H 0.81747 -2.08092 1.92904  0.00
H -0.13494 -1.04678 0.88006  0.00
C -0.04842 2.67300 -3.36964  0.05
C 0.83222 3.43370 -4.13021  0.07
C 1.51963 2.83096 -5.18862  0.08
C 1.36434 1.47543 -5.43293  0.04
H -0.66317 3.01484 -2.53646  0.00
H 0.95665 4.48525 -3.88655  0.00
H 2.18129 3.42483 -5.81666  0.00
H 1.87330 0.93445 -6.22620  0.00
N -0.19123 1.36331 -3.63996  0.13
C 0.50347 0.73010 -4.61058  0.12
C 0.32895 -0.70118 -4.60578  0.14
N -0.51196 -1.14425 -3.63696  0.13
C -0.65950 -2.45659 -3.35710  0.09
C 0.84502 -2.98257 -5.16312  0.12
C 0.03326 -3.40142 -4.10515  0.07
H -1.33785 -2.64581 -2.52504  0.01
H -0.08280 -4.45120 -3.84990  0.00
C 0.99919 -1.62919 -5.41714  0.02
H 1.62221 -1.22267 -6.20955  0.00
H 1.36112 -3.71578 -5.78056  0.00
Ru -1.65634 0.24028 -2.61671  2.51
C -3.34807 -0.01974 -1.53130  0.26
H -3.62833 -1.08612 -1.55389  0.04
H -4.11867 0.60600 -2.01821  0.04
H -3.14708 0.32929 -0.50358  0.04
C -1.19108 0.69137 5.64911  0.00
C 0.10298 -0.09331 5.47763  0.00
C 1.29000 0.75148 5.92269  0.00
C 0.03937 -1.36289 6.31882  0.00
C 0.29298 -0.51205 4.05157  0.00
C 0.39353 -0.21569 2.78617  0.00
H -1.31030 0.99625 6.69752  0.00
H -2.05510 0.07848 5.36618  0.00
H -1.19032 1.59241 5.02381  0.00
H 1.18486 1.02766 6.97987  0.00
H 2.22553 0.19342 5.79915  0.00
H 1.35842 1.67032 5.32732  0.00
H -0.82607 -1.96745 6.02853  0.00
H 0.94073 -1.96463 6.16584  0.00
H -0.04447 -1.11361 7.38388  0.00

Strongest force on any atom list, top to bottom, in hartree/bohr: 0.013, 0.019, 0.105
E_tot list, top to bottom, in eV: -35390.65531, -57060.61602, -25663.37472